Entry 1:
32
Properties=species:S:1:pos:R:3 method="wB97M-V/def2-TZVPD" total_charge=+1 orbital_gap_ev=8.264 molar_mass_g_mol=316.536 e_above_lowest_ev=1.217 total_energy_ha=-703.83535 homo_energy_ev=-11.40
Ba -1.0488 -0.5171 0.2263
F -3.5175 0.4068 1.3213
C -0.1069 -0.0296 -3.0770
O -0.0913 0.8677 -1.9973
H 0.8926 -0.2805 -3.4320
H -0.7261 -0.8663 -2.7535
H -0.6071 0.5442 -3.8571
H 0.3041 1.7002 -2.2658
C -1.5721 3.1714 0.1188
O -0.6092 2.2318 0.6876
H -2.4150 3.2082 0.8088
H -1.1386 4.1655 0.0095
H -1.8733 2.8177 -0.8673
H 0.0415 2.8113 1.0905
C 0.2679 0.2684 3.8841
O -0.7187 0.0176 2.9410
H -0.2707 0.6369 4.7571
H 0.7714 -0.6855 4.0414
H 0.9423 1.0382 3.5091
H -1.3339 -0.5838 3.3671
C -0.5790 -3.9503 -1.2284
O 0.0587 -2.6916 -1.1020
H -1.6057 -3.9817 -0.8637
H -0.6189 -4.1644 -2.2965
H -0.0312 -4.7027 -0.6611
H 0.8642 -2.6688 -1.6238
C 2.5275 0.4267 -0.3871
O 1.6839 -0.2976 0.4552
H 2.4955 0.0316 -1.4025
H 2.2543 1.4765 -0.4938
H 3.5086 0.4434 0.0875
H 2.2515 -0.8443 1.0035

---

Entry 2:
45
Properties=species:S:1:pos:R:3 method="wB97M-V/def2-TZVPD" total_charge=-1 orbital_gap_ev=6.184 molar_mass_g_mol=399.729 e_above_lowest_ev=16.968 total_energy_ha=-1886.88084 homo_energy_ev=-3.93
Cl 0.9523 0.2428 -0.2879
O 2.2089 0.6025 0.1968
O -0.1690 0.8048 0.3626
O 0.8837 0.5522 -1.6992
O 0.7556 -1.1273 -0.0667
C -0.3484 -1.9857 -3.5013
O -1.1684 -2.7156 -2.9988
N 0.3046 -2.2597 -4.5792
N -0.1128 -0.8406 -3.0514
H 1.0264 -1.5621 -4.6904
H 0.4752 -3.2141 -4.8622
H 0.7179 -0.3094 -3.2699
H -0.5298 -0.4541 -2.2166
C 1.8744 -3.4987 -0.0384
O 0.8008 -4.0972 -0.1266
N 2.0989 -2.4339 0.6708
N 3.0024 -3.8121 -0.5806
H 1.2189 -2.0825 1.0204
H 2.9105 -1.8387 0.5864
H 3.8454 -3.2651 -0.4790
H 3.1408 -4.6980 -1.0454
C -1.4493 -1.0887 2.1509
O -2.4467 -1.5380 2.6059
N -1.0800 0.1488 2.2268
N -0.6240 -1.7868 1.3614
H -1.4235 0.6662 3.0233
H -0.3591 0.6138 1.6937
H -0.6816 -2.7840 1.2119
H 0.0741 -1.2033 0.9230
C 0.1249 3.9333 0.7171
O -1.0065 3.8130 0.2713
N 1.0032 3.0088 0.8224
N 0.5300 5.0774 1.1908
H 0.7742 2.1342 0.3722
H 1.8602 3.2084 1.3181
H 0.0338 5.8988 0.8757
H 1.4955 5.1180 1.4843
C -2.8375 1.9143 1.3619
O -3.5823 2.6870 2.0280
N -1.5393 2.0923 1.0425
N -3.3877 0.8976 0.8105
H -1.0500 1.4912 0.3949
H -1.1742 2.9963 1.3063
H -4.2287 0.4988 1.2028
H -2.9140 0.1953 0.2605

---

Entry 3:
30
Properties=species:S:1:pos:R:3 method="wB97M-V/def2-TZVPD" total_charge=0 orbital_gap_ev=9.242 smiles=CC[C@H](C)NCN.O.O.O molar_mass_g_mol=156.226 e_above_lowest_ev=0.000 total_energy_ha=-537.72944 homo_energy_ev=-9.11
C 0.8978 -1.2432 -1.4400
C 0.3898 -0.8325 -0.0565
C 1.5165 -0.8821 0.9786
C 1.9555 -2.2932 1.3321
N -0.2120 0.5008 -0.0393
C -1.4229 0.6588 -0.8365
N -2.2197 1.8137 -0.4814
H 1.7690 -0.6527 -1.7371
H 1.2197 -2.2892 -1.4496
H 0.1314 -1.1295 -2.2086
H -0.3815 -1.5349 0.2769
H 1.1601 -0.3755 1.8759
H 2.3625 -0.2858 0.6207
H 2.2993 -2.8626 0.4689
H 2.7824 -2.2865 2.0409
H 1.1394 -2.8566 1.7919
H 0.4790 1.2091 -0.2630
H -1.2185 0.7359 -1.9133
H -2.0474 -0.2232 -0.6880
H -1.6868 2.6683 -0.5658
H -2.5381 1.7569 0.4812
H -0.5909 1.2329 1.8465
H 0.0132 2.5987 2.0885
O -0.5331 1.9326 2.5225
H 1.2066 3.8855 -0.8974
H 2.2834 3.2484 -0.0196
O 1.3337 3.2371 -0.1930
H -1.4290 -3.4167 -2.4559
H -1.5373 -2.5608 -1.2172
O -1.8622 -3.3869 -1.5930

---

Entry 4:
30
Properties=species:S:1:pos:R:3 method="wB97M-V/def2-TZVPD" total_charge=+1 orbital_gap_ev=9.859 molar_mass_g_mol=154.234 e_above_lowest_ev=2.531 total_energy_ha=-516.94083 homo_energy_ev=-12.69
C -0.7732 -0.0394 -2.1494
C -1.8339 0.7178 -1.2139
C -1.8891 -0.0405 0.0888
C -0.6741 0.2247 1.0882
N -0.1975 1.6200 0.8758
C 1.2704 1.8607 1.1854
N 1.8115 2.1975 -0.1926
N 0.6257 0.2096 -1.7449
H -1.0059 0.4879 -3.1166
H -0.9448 -1.1135 -2.2563
H -2.7341 0.8224 -1.8622
H -1.5157 1.7911 -0.9183
H -2.8340 0.0020 0.6213
H -1.9370 -1.1457 -0.1797
H 0.2742 -0.4428 0.9265
H -0.9815 0.0234 2.1015
H -0.7494 2.3170 1.4850
H 1.5382 0.6617 1.4330
H 1.4373 2.3554 2.1076
H 2.8837 2.3447 -0.1585
H 1.3610 3.0270 -0.4446
H 0.9271 -0.5787 -1.0662
H 1.1504 0.2213 -2.6448
H 0.8180 1.1024 -1.2479
H 1.2840 -2.6761 2.2368
H -0.0326 -2.9256 2.7255
O 0.6226 -2.3245 2.8633
H 1.4573 -3.7455 -0.4891
H -0.0251 -3.7811 0.1800
O 0.6664 -3.1733 -0.2338

---

Entry 5:
36
Properties=species:S:1:pos:R:3 method="wB97M-V/def2-TZVPD" total_charge=0 orbital_gap_ev=9.778 smiles="NC(N)=O.NC(N)=O.NC(N)=O.CO.CO" molar_mass_g_mol=244.252 e_above_lowest_ev=3.081 total_energy_ha=-907.22078 homo_energy_ev=-9.47
C -25.7106 -4.7541 -6.4166
O -26.4150 -4.3618 -5.1808
H -26.5411 -5.2832 -6.8840
H -25.4385 -3.8172 -6.9027
H -24.8831 -5.4459 -6.2597
H -26.3205 -3.4230 -5.0037
C -27.9916 -7.5725 -2.3511
O -29.0351 -7.4032 -1.4371
H -27.4750 -8.4721 -2.0166
H -28.2691 -7.7690 -3.3867
H -27.3533 -6.7044 -2.5152
H -29.8873 -7.7460 -1.7160
C -26.8127 0.5573 -3.8144
O -26.2334 -0.3542 -4.4541
N -27.4566 1.4658 -4.4838
N -26.8703 0.7624 -2.4836
H -27.6031 1.3317 -5.4741
H -28.0240 2.0484 -3.8849
H -26.3367 0.0932 -1.9474
H -27.3003 1.5660 -2.0484
C -27.7615 -9.0060 -10.4087
O -27.2085 -8.1053 -10.9382
N -27.9239 -9.0394 -9.1180
N -27.9630 -10.1760 -10.9355
H -27.7846 -9.9772 -8.7699
H -27.7776 -8.3037 -8.4417
H -28.4404 -10.8257 -10.3271
H -27.7391 -10.3555 -11.9038
C -21.6222 -0.2506 -3.7404
O -20.4849 0.0813 -3.7444
N -22.1393 -0.9935 -4.6088
N -22.5184 0.1585 -2.9171
H -23.1429 -0.8797 -4.6151
H -21.6311 -1.1711 -5.4633
H -22.2194 0.6180 -2.0688
H -23.4019 -0.3302 -2.9445

---

Entry 6:
30
Properties=species:S:1:pos:R:3 method="wB97M-V/def2-TZVPD" total_charge=0 orbital_gap_ev=7.784 molar_mass_g_mol=160.210 e_above_lowest_ev=15.228 total_energy_ha=-578.10711 homo_energy_ev=-7.57
C 3.0962 1.1395 1.6137
O 1.6671 0.8015 1.5588
H 3.2930 2.2102 1.6698
H 3.6634 0.7542 2.4610
H 3.5574 0.7970 0.6875
H 1.2496 1.4817 2.0923
C -0.1692 0.1374 0.7774
O 0.8557 0.6828 -0.0213
H -0.3922 0.8858 1.5379
H -1.0713 -0.2047 0.2700
H 0.1745 -0.7347 1.3335
H 1.6331 0.7462 0.5383
C -2.1701 -1.2378 0.6998
O -3.4701 -1.2142 1.1875
H -1.5591 -0.7482 1.4582
H -1.8612 -2.2719 0.5469
H -2.2340 -0.7066 -0.2498
H -3.8287 -2.1042 1.1564
C -0.3623 -1.5186 -1.2828
O -1.0567 -2.6805 -1.0081
H -0.1467 -1.4111 -2.3459
H -1.0816 -0.7344 -1.0469
H 0.5280 -1.3381 -0.6803
H -1.8929 -2.6452 -1.4784
C 0.3459 1.7485 -2.2878
O -0.3994 1.6937 -1.0016
H -0.3237 1.7547 -3.1478
H 0.9545 2.6485 -2.3763
H 0.9489 0.8439 -2.3660
H 0.0517 1.2245 -0.2959

---

Entry 7:
30
Properties=species:S:1:pos:R:3 method="wB97M-V/def2-TZVPD" total_charge=0 orbital_gap_ev=10.439 smiles=CO.CO.CO.CO.CO molar_mass_g_mol=160.210 e_above_lowest_ev=3.537 total_energy_ha=-578.53674 homo_energy_ev=-9.99
C -1.3247 -0.1847 0.8995
O -1.8210 -1.0563 1.9856
H -2.0367 0.6271 0.7506
H -0.3215 0.0799 1.2337
H -1.0544 -0.7492 0.0071
H -2.7482 -0.8510 2.1262
C 5.0387 0.4113 -0.1513
O 5.9069 -0.7358 -0.2065
H 5.6211 1.2888 0.1295
H 4.8495 0.5266 -1.2185
H 4.1849 0.4107 0.5263
H 6.5570 -0.6087 0.4883
C -0.4275 5.5497 -2.1720
O 0.7319 5.8673 -2.9712
H 0.0418 4.7728 -1.5684
H -0.7188 6.3521 -1.4943
H -1.3027 5.2484 -2.7477
H 1.3940 6.2963 -2.4244
C -6.0846 -2.5365 5.3625
O -6.3085 -3.6774 4.4884
H -6.8918 -2.4106 6.0841
H -5.0711 -2.4673 5.7575
H -6.0888 -1.6504 4.7278
H -7.2510 -3.7206 4.3112
C 2.2469 -2.5774 -3.8208
O 2.7159 -3.5196 -4.7394
H 1.1898 -2.4206 -3.6060
H 2.8159 -2.7024 -2.8995
H 2.5805 -1.6651 -4.3152
H 3.5762 -3.8976 -4.5431

---

Entry 8:
30
Properties=species:S:1:pos:R:3 method="wB97M-V/def2-TZVPD" total_charge=0 orbital_gap_ev=8.245 molar_mass_g_mol=160.210 e_above_lowest_ev=6.892 total_energy_ha=-578.41346 homo_energy_ev=-7.93
C 1.1570 -1.6451 -2.0221
O 0.4165 -2.1981 -0.9118
H 1.7767 -0.8447 -1.6177
H 1.7809 -2.3827 -2.5268
H 0.5654 -1.2422 -2.8441
H -0.1411 -2.9057 -1.2434
C -0.9070 1.0764 -1.9314
O -1.1926 2.0496 -0.9330
H -0.6955 0.1102 -1.4732
H -1.7438 0.8047 -2.5749
H -0.0088 1.3362 -2.4916
H -1.2932 2.9517 -1.2456
C 0.6446 0.1167 0.1875
O 0.2310 1.4348 0.5203
H 1.4140 -0.3295 0.8176
H -0.1949 -0.5785 0.1804
H 0.9885 0.1502 -0.8463
H -0.4351 1.6651 -0.1315
C 0.9313 2.8241 2.5738
O 1.7092 2.4768 1.4172
H 1.3430 3.6662 3.1301
H -0.0984 3.0395 2.2883
H 0.8294 2.0607 3.3451
H 1.2092 1.7593 1.0212
C -1.2069 -2.3110 1.0534
O -2.3075 -2.9851 1.5913
H -0.6949 -2.9556 0.3389
H -1.5793 -1.4578 0.4864
H -0.5638 -1.9177 1.8407
H -1.9336 -3.7686 2.0011

---

Entry 9:
43
Properties=species:S:1:pos:R:3 method="wB97M-V/def2-TZVPD" total_charge=+1 orbital_gap_ev=2.524 molar_mass_g_mol=326.299 e_above_lowest_ev=0.000 total_energy_ha=-1216.61371 homo_energy_ev=-11.62
Be 1.4941 -1.8765 -2.3272
O 0.1686 -0.6775 -1.0411
H -0.0230 -0.9652 -0.1335
C -2.7900 -1.1542 0.7066
O -3.6684 -1.3142 1.5251
N -2.0868 -2.2442 0.2322
N -2.4063 -0.0086 0.0613
H -1.2875 -2.0382 -0.3256
H -2.3170 -3.1620 0.5641
H -1.5798 -0.1217 -0.5182
H -2.8975 0.8631 0.1464
C -0.9588 -1.7268 3.9190
O -1.6271 -0.6990 3.9122
N 0.2932 -1.8006 3.3728
N -1.3462 -2.7534 4.7423
H 0.7462 -2.6993 3.3452
H 0.7075 -1.1056 2.7726
H -2.3020 -2.9051 4.9980
H -0.5925 -3.4040 4.8830
C 3.1722 1.1593 -2.4728
O 2.7980 -0.0091 -2.6903
N 2.5687 1.9695 -1.5707
N 4.0579 1.8276 -3.2627
H 2.0250 1.3860 -0.9513
H 2.4774 2.9613 -1.6818
H 4.2659 2.7727 -3.0031
H 4.1523 1.2947 -4.1133
C -1.1309 1.1350 -3.5722
O -1.2967 1.8127 -4.5657
N -0.6858 1.5990 -2.3808
N -1.5533 -0.1775 -3.4550
H -0.3035 0.9153 -1.7353
H -0.2586 2.5057 -2.2964
H -1.9897 -0.5336 -4.2900
H -1.2166 -0.6854 -2.6572
C 0.9755 1.5601 2.0556
O 1.6186 2.0752 2.9492
N 1.5269 0.6415 1.2002
N -0.3695 1.6620 1.8791
H 0.8610 0.3084 0.5265
H 2.5122 0.4527 1.2246
H -0.8407 2.2673 2.5311
H -0.8927 0.8921 1.4967

---

Entry 10:
44
Properties=species:S:1:pos:R:3 method="wB97M-V/def2-TZVPD" total_charge=+2 orbital_gap_ev="6.615 / 3.705" molar_mass_g_mol=392.208 spin_multiplicity=7 s2=12.02 total_energy_ha=-2468.81358 homo_energy_ev="-14.54 / -14.54"
Mn -1.5392 -3.0707 -1.1274
O 0.4850 0.5886 -0.1840
C 0.5717 -0.7022 -0.2393
O 1.6253 -1.1799 0.0011
O -0.3868 -1.4404 -0.5493
H 1.3439 0.7966 0.1911
O 3.8725 -2.7467 -1.1229
H 3.1546 -2.2388 -1.5010
H 3.7820 -2.6236 -0.1780
O -3.0193 -2.3059 0.1793
H -3.9598 -2.1713 0.2952
H -2.6129 -1.5786 0.6505
C -2.8144 1.9028 -1.9584
O -3.8391 1.3179 -1.8649
N -1.6193 1.3350 -2.0004
N -2.8136 3.2193 -2.0535
H -0.8594 1.9921 -1.8956
H -1.4774 0.3384 -2.0827
H -2.0474 3.8604 -2.2021
H -3.6849 3.6982 -1.8758
C -0.4918 2.1981 2.7797
O -1.1535 3.2140 3.0454
N 0.8072 2.2780 2.7270
N -0.9401 0.9779 2.5016
H 1.3520 1.4544 2.5150
H 1.1570 3.1800 3.0170
H -1.9073 0.7962 2.7290
H -0.2930 0.2160 2.3569
C 1.3171 3.3796 -1.8877
O 0.2101 3.3996 -2.3349
N 2.2754 3.8471 -2.6528
N 1.7276 2.9828 -0.7452
H 3.1271 3.9342 -2.1169
H 2.0784 4.1433 -3.5980
H 0.9413 2.7745 -0.1465
H 2.6788 3.0582 -0.4141
C 0.1561 -4.9230 1.0801
O -0.3234 -4.1599 0.2408
N -0.4376 -5.1435 2.1753
N 1.3214 -5.4321 0.9844
H -0.0913 -5.7697 2.8881
H -1.2375 -4.5705 2.4032
H 1.7698 -5.0678 0.1560
H 1.7946 -5.7583 1.8150

---

Entry 11:
32
Properties=species:S:1:pos:R:3 method="wB97M-V/def2-TZVPD" total_charge=+1 orbital_gap_ev="11.503 / 6.496" molar_mass_g_mol=175.225 spin_multiplicity=2 s2=0.75 e_above_lowest_ev=0.073 total_energy_ha=-633.75760 homo_energy_ev="-14.17 / -14.17"
C 1.9303 -1.1916 -0.7843
O 1.7623 -1.4808 -2.1967
C 0.8246 -0.2931 -0.2483
C 0.6729 1.0115 -1.0202
C -0.2601 2.0411 -0.3742
C -1.6907 1.5403 -0.0016
N -2.2043 0.4696 -0.7957
H 2.9207 -0.7721 -0.6230
H 1.9123 -2.1677 -0.3151
H 2.0597 -0.7187 -2.7206
H 0.9888 -0.1207 0.8176
H -0.0957 -0.8691 -0.2587
H 0.2761 0.7959 -1.9954
H 1.6287 1.4899 -1.1701
H -0.3261 2.8834 -1.0640
H 0.1541 2.4365 0.5346
H -2.3816 2.3916 -0.1045
H -1.7454 1.2560 1.0298
H -2.2078 -0.4436 -0.3018
H -1.7230 0.3795 -1.7126
H 0.6162 1.7722 2.1224
H 1.7741 1.7286 3.1067
O 0.8768 1.4172 2.9757
H 0.0672 -1.3244 -2.7607
H -1.2060 -1.9572 -3.4109
O -0.8188 -1.1243 -3.1517
H -0.1776 -1.4345 3.9937
H 0.4980 -0.3339 3.1423
O 0.2188 -1.2854 3.1278
H -1.6255 -2.7441 1.0523
H -1.0223 -1.5661 1.9023
O -1.6967 -1.7862 1.2048

---

Entry 12:
33
Properties=species:S:1:pos:R:3 method="wB97M-V/def2-TZVPD" total_charge=+1 orbital_gap_ev="10.009 / 5.100" molar_mass_g_mol=191.224 spin_multiplicity=2 s2=0.75 e_above_lowest_ev=0.000 total_energy_ha=-708.95469 homo_energy_ev="-14.10 / -14.10"
C 1.2357 0.9061 1.5639
N 0.9889 1.5468 0.2558
C -2.8371 1.2685 -0.2368
C -1.5383 1.7869 0.3932
C -0.3290 1.1554 -0.3133
C -0.3330 1.6241 -1.7596
O -0.4565 0.8331 -2.6773
H 2.2555 1.2329 1.9322
H 1.2377 -0.2287 1.4148
H 0.4277 1.1151 2.3609
H 1.0382 2.5453 0.3451
H -3.7368 1.7257 0.2512
H -2.9365 0.1994 -0.1623
H -2.9426 1.5597 -1.3098
H -1.5591 1.4949 1.5009
H -1.5221 2.8742 0.3710
H -0.4385 0.0381 -0.2167
H -0.2012 2.7075 -1.9053
H 2.2234 0.2703 -0.7059
H 3.1090 -0.2562 -1.9151
O 2.5526 -0.5652 -1.1755
H -0.2339 -0.8842 -2.3441
H 1.1158 -1.3406 -1.7513
O 0.2131 -1.6432 -1.9263
H 2.4153 -2.3888 -0.1096
H 2.1182 -3.8380 -0.2408
O 2.1438 -3.1577 0.4102
H -0.4357 -2.1699 -0.3523
H 0.4350 -2.8445 0.7286
O -0.4511 -2.5134 0.5455
H -1.5880 -1.1218 3.0102
H -0.8636 -1.2804 1.6513
O -1.1071 -0.6511 2.3672